(1)
ORCA calculation (ωB97M-V/def2-TZVPD) on C29H35IrN4O5PSSeTe as an isolated structure in a non-equilibrium geometry.

CARTESIAN COORDINATES (ANGSTROEM)
Ir 2.8824 2.0904 0.1364
O -0.3604 3.1112 -1.5023
S 0.9926 3.1454 -2.0772
O 1.5625 1.7166 -2.0559
O 1.9138 3.9254 -1.1848
O 0.9916 3.6760 -3.4295
Se 4.4672 2.6510 1.7640
C -1.1096 1.6694 3.4788
N 0.2713 1.4879 3.9242
C 0.7077 2.6984 4.6148
N 0.5242 3.9375 3.8567
C -0.8661 4.0184 3.4257
N -1.3184 2.8654 2.6665
C -0.6909 2.7671 1.3402
P 1.1525 2.5587 1.5126
C 1.1225 1.1947 2.7609
C 1.4141 3.9674 2.6894
H -1.7445 1.7613 4.3669
H -1.4238 0.7900 2.9110
H 1.7662 2.5975 4.8622
H 0.1298 2.7839 5.5411
H -0.9954 4.9172 2.8183
H -1.4982 4.1023 4.3170
H -0.8957 3.6555 0.7437
H -1.1225 1.9303 0.7999
H 2.1550 0.9920 3.0491
H 0.7334 0.2879 2.2888
H 1.2605 4.9030 2.1437
H 2.4584 3.9296 2.9960
C -4.5666 -2.6740 2.9111
C -3.5169 -2.1513 1.9657
C -2.1895 -2.5207 2.0866
C -1.2022 -2.0082 1.2399
C 0.2071 -2.5098 1.4541
C -1.5419 -1.1021 0.2234
Te 0.0193 0.0275 -0.7913
N 2.8028 0.1440 0.1272
C 3.6649 0.0817 -0.8476
O 4.3564 1.1588 -1.0935
C 3.8074 -1.1275 -1.6899
C 4.2614 -1.0084 -2.9982
C 4.3323 -2.1304 -3.8107
C 3.9588 -3.3743 -3.3187
C 3.5106 -3.4951 -2.0087
C 3.4298 -2.3737 -1.1976
C -0.7285 -0.5892 -2.6888
C -0.9839 0.4004 -3.6396
C -1.4533 0.0759 -4.9029
C -1.6686 -1.2544 -5.2372
C -1.3896 -2.2403 -4.3053
C -0.9110 -1.9366 -3.0278
C -0.5837 -3.0774 -2.1048
C -2.8940 -0.7126 0.1064
C -3.3447 0.2785 -0.9330
C -3.8502 -1.2482 0.9622
H -4.1701 -3.4792 3.5315
H -5.4341 -3.0600 2.3706
H -4.9252 -1.8864 3.5792
H -1.9005 -3.2171 2.8701
H 0.3242 -3.5026 1.0066
H 0.4245 -2.6029 2.5209
H 0.9608 -1.8602 1.0096
H 4.5320 -0.0245 -3.3582
H 4.6653 -2.0322 -4.8372
H 4.0051 -4.2487 -3.9580
H 3.2112 -4.4628 -1.6228
H 3.0686 -2.4408 -0.1792
H -0.8214 1.4403 -3.3847
H -1.6460 0.8684 -5.6164
H -2.0319 -1.5260 -6.2223
H -1.5244 -3.2847 -4.5709
H -0.4212 -3.9893 -2.6844
H -1.3833 -3.2635 -1.3843
H 0.3205 -2.8618 -1.5322
H -2.6693 1.1354 -1.0017
H -4.3504 0.6391 -0.7069
H -3.3571 -0.1767 -1.9261
H -4.8839 -0.9280 0.8575

Forces on atoms 1 to 3 (eV/Å):
-1.2 1.0 -1.9
0.0 0.1 0.0
-0.1 -0.3 -0.2

Summary:
* DFT total energy: -142443.06945 eV
* multiplicity: 2
* expectation value of S²: 0.77
* total charge: -2
* energy relative to the best compared isomer or geometry (same formula, charge and spin): 0.00 kJ/mol



(2)
ORCA calculation (ωB97M-V/def2-TZVPD) on C3H3NS2 as an isolated structure in a non-equilibrium geometry.

CARTESIAN COORDINATES (ANGSTROEM)
C -2.3091 0.2366 -0.6996
C -1.0866 0.2247 -0.1337
C 0.0577 0.7931 0.5487
N -3.3295 0.2159 -1.2070
S 2.7694 -1.2507 -0.8283
S 0.1564 -0.9570 0.0755
H 0.1992 0.9120 1.6335
H 0.7958 1.5413 0.1789
H 2.7467 -1.7159 0.4321

Forces on atoms 1 to 3 (eV/Å):
0.9 0.5 0.3
2.5 -1.0 1.0
1.4 1.3 1.2

Summary:
* DFT total energy: -26315.76401 eV
* energy relative to the best compared isomer or geometry (same formula, charge and spin): 339.95 kJ/mol



(3)
ORCA calculation (ωB97M-V/def2-TZVPD) on C26H50Cl2N3O5SiTl as an isolated structure in a non-equilibrium geometry.

CARTESIAN COORDINATES (ANGSTROEM)
C -1.1956 0.2548 -5.0296
C -0.7356 -0.6697 -3.9532
H -1.0393 -0.2200 -6.0011
H -0.6883 1.2237 -5.0592
H -2.2643 0.4711 -4.9154
C -0.2063 -1.8621 -4.2415
C -0.1452 -2.5003 -5.5905
H 0.1057 -2.5380 -3.4420
H 0.4228 -1.9142 -6.3357
H -1.1544 -2.6948 -5.9987
H 0.3237 -3.4887 -5.4550
Tl 1.0932 0.6388 3.0217
Cl 0.6574 3.2608 -0.2435
C 0.8928 -2.5030 2.2995
O 1.9903 -1.9287 2.2439
N 0.6142 -3.5116 3.1332
C 1.7934 -4.1158 3.7111
C -0.7077 -4.1198 3.2534
H 0.0372 -2.1996 1.6647
H 2.4989 -3.2993 3.9018
H 2.2632 -4.7823 2.9719
H 1.5342 -4.6558 4.6215
H -1.4665 -3.3229 3.2564
H -0.7539 -4.6859 4.1911
H -0.9307 -4.7904 2.4044
H 1.2795 4.0024 6.1403
H -0.4222 6.3649 5.0246
C 1.3827 3.9219 5.0451
C 0.1021 5.8900 4.1798
N 0.2101 4.4522 4.3612
H 1.5333 2.8662 4.7829
C -0.8916 3.6894 4.2016
O -0.9173 2.4651 4.4051
H -0.4782 6.0856 3.2692
H -1.7835 4.2460 3.8598
H 2.2432 4.5263 4.7377
H 1.1098 6.3098 4.0956
H 2.8357 0.5427 -3.5879
H 2.7223 -2.3881 -3.2423
C 3.7571 0.2319 -3.0648
C 3.5578 -2.1630 -2.5650
N 3.4675 -0.7959 -2.0855
H 4.1951 1.1083 -2.5757
C 3.3046 -0.4763 -0.7650
O 3.3797 0.6632 -0.3116
H 3.5139 -2.8539 -1.7196
H 3.1053 -1.3616 -0.1344
H 4.4434 -0.1748 -3.8142
H 4.4942 -2.3034 -3.1179
O -0.2455 0.9804 -2.2931
C -1.0346 -0.1754 -2.5461
C 0.3827 -1.8614 -1.3307
C -0.8750 -1.3021 -1.5503
H 1.2649 -1.3213 -1.6910
C 0.4981 -3.1295 -0.7629
H -2.0929 0.1057 -2.5123
C -2.0165 -1.9521 -1.0620
H 1.4786 -3.6116 -0.6754
C -0.6434 -3.8110 -0.3153
C -1.8979 -3.2031 -0.4563
H -2.9880 -1.4623 -1.1691
H -0.5502 -4.8278 0.0902
H -2.7821 -3.7056 -0.0471
Si -0.2637 2.5936 -2.2273
Cl -0.1379 -0.1137 1.1637
C 1.6426 2.8746 -2.6233
C -1.8378 2.7887 -1.0065
C -1.0782 3.4677 -3.7130
H 2.3224 2.2890 -1.9831
H 1.9132 3.9302 -2.5065
H 1.8918 2.6017 -3.6477
H -0.5203 3.3673 -4.6568
H -1.2047 4.5480 -3.5530
H -2.0919 3.0650 -3.8719
H -1.7400 2.2574 -0.0642
H -2.7846 2.4274 -1.4180
H -1.9751 3.8382 -0.7830
C -3.1007 -0.2749 1.9600
C -2.3143 0.0420 3.2457
C -3.1508 -0.1449 4.4921
O -1.1277 -0.6390 3.4503
H -3.1362 -1.3594 1.7965
H -2.6585 0.1990 1.0730
H -4.1397 0.0806 2.0309
H -2.0705 1.1245 3.2165
H -3.1940 -1.2047 4.7384
H -2.6604 0.3864 5.3070
H -4.1648 0.2371 4.3733

Forces on atoms 1 to 3 (eV/Å):
-0.2 0.0 -0.6
0.1 -0.1 0.0
-0.2 0.2 0.0

Summary:
* DFT total energy: -80094.03415 eV
* energy relative to the best compared isomer or geometry (same formula, charge and spin): 356.44 kJ/mol



(4)
ORCA calculation (ωB97M-V/def2-TZVPD) on C31H25IrN7Se as an isolated structure in a non-equilibrium geometry.

CARTESIAN COORDINATES (ANGSTROEM)
Ir 0.2540 0.1871 0.0096
C -0.8875 4.1000 -1.2019
C -2.1833 3.9878 -1.6846
C -2.8348 2.7849 -1.5460
C -2.1987 1.6989 -0.9403
N -0.9218 1.7989 -0.5298
C -0.2957 2.9878 -0.6494
N -3.0107 0.5771 -0.7489
C -2.5835 -0.5833 -0.4150
N -1.3043 -1.0609 -0.3770
C -1.2961 -2.3458 0.0862
N -0.3059 -3.1277 0.3061
C 1.0329 -2.7280 0.3300
C 1.9559 -3.7765 0.3354
C 3.2998 -3.5232 0.4787
C 3.7144 -2.2078 0.6290
C 2.7666 -1.2121 0.5787
N 1.4490 -1.4517 0.4144
C -2.7153 -2.7740 0.3017
C -3.2462 -3.9429 0.7997
C -4.6297 -3.9922 0.9743
C -5.4308 -2.8978 0.6598
C -4.8742 -1.7191 0.1627
C -3.5078 -1.6901 -0.0071
H -0.3327 5.0257 -1.2556
H -2.6763 4.8270 -2.1591
H -3.8476 2.6310 -1.8884
H 0.7178 2.9918 -0.2775
H 1.5622 -4.7765 0.2289
H 4.0143 -4.3369 0.4773
H 4.7527 -1.9458 0.7733
H 3.0176 -0.1655 0.6634
H -2.6060 -4.7796 1.0461
H -5.0888 -4.8890 1.3709
H -6.5004 -2.9618 0.8163
H -5.4789 -0.8549 -0.0787
Se 1.5586 0.4608 -2.2602
C 0.7696 -0.4912 -3.7046
C 1.3910 -0.5037 -4.9579
C 0.8134 -1.1922 -6.0084
N -0.3322 -1.8737 -5.9272
C -0.9200 -1.8582 -4.7292
C -0.4269 -1.2010 -3.6143
H 2.3246 0.0244 -5.1081
H 1.3022 -1.1978 -6.9786
H -1.8528 -2.4094 -4.6517
H -0.9659 -1.2407 -2.6783
C 3.6119 2.9714 0.9061
C 2.9086 2.7822 2.2187
C 3.3249 3.4230 3.3678
C 2.6679 3.2573 4.5847
C 1.5647 2.4103 4.6077
C 1.0987 1.7380 3.4890
C -0.1005 0.8418 3.5869
C 1.7651 1.9170 2.2358
N 1.3730 1.3247 1.1175
H 4.4934 3.6056 1.0194
H 2.9562 3.4275 0.1561
H 3.9256 2.0152 0.4742
H 4.1934 4.0745 3.3083
H 3.0006 3.7688 5.4779
H 1.0332 2.2588 5.5435
H -0.4862 0.8442 4.6088
H 0.1336 -0.1912 3.3140
H -0.9064 1.1589 2.9191

Forces on atoms 1 to 3 (eV/Å):
2.0 1.3 -0.3
0.1 0.0 0.1
-0.1 -0.1 -0.1

Summary:
* DFT total energy: -111171.16619 eV
* total charge: -1
* energy relative to the best compared isomer or geometry (same formula, charge and spin): 118.37 kJ/mol



(5)
ORCA calculation (ωB97M-V/def2-TZVPD) on a 8-piece molecular cluster, C10H34BF4O12 overall in a non-equilibrium geometry.

CARTESIAN COORDINATES (ANGSTROEM)
B -0.5632 0.0903 0.1166
F -0.2437 0.7833 -1.0336
F -1.6632 0.6575 0.7883
F -0.8839 -1.2304 -0.2234
F 0.5390 0.1605 1.0151
O -3.2449 -0.2640 -1.2435
H -2.9497 -0.1586 -0.3342
H -2.4341 -0.3181 -1.7547
O -2.0598 -2.0513 2.1030
H -2.2560 -2.8506 1.5988
H -1.5880 -1.4807 1.4701
C -1.0716 3.5458 -4.1987
C -2.1534 2.7148 -3.5001
O -2.5739 3.4980 -2.3836
O -1.5877 4.7652 -4.6636
H -0.5923 3.0389 -5.0351
H -0.3285 3.6940 -3.4059
H -1.7524 1.7933 -3.0693
H -2.9844 2.4315 -4.1497
H -3.5268 3.4934 -2.2810
H -1.9184 5.2498 -3.8985
C 1.0064 -1.4655 4.0191
C 1.8819 -2.5311 3.3207
O 2.9231 -3.0380 4.1303
O 1.2915 -0.1902 3.4741
H 1.3147 -1.5050 5.0635
H -0.0541 -1.7029 3.9236
H 2.1173 -2.3810 2.2599
H 1.2046 -3.3712 3.1021
H 3.4441 -2.3069 4.4769
H 1.0586 -0.1205 2.5281
C 1.3861 3.4186 1.0112
C 0.0797 3.9002 1.5706
O -1.0788 3.4941 0.8539
O 1.9231 4.2453 -0.0029
H 1.2641 2.3902 0.6629
H 2.0075 3.2391 1.8946
H 0.0741 4.9833 1.7242
H -0.0677 3.4797 2.5789
H -0.8548 2.5977 0.5541
H 1.7216 3.9544 -0.8921
C -3.4261 -4.9338 -2.4711
C -3.3264 -3.9113 -1.3505
O -2.6516 -4.5106 -0.2411
O -2.1143 -5.1756 -2.9504
H -3.9877 -4.3438 -3.2108
H -4.0253 -5.8017 -2.2033
H -4.2771 -3.5874 -0.9205
H -2.7632 -2.9890 -1.5301
H -1.8373 -4.9011 -0.5801
H -2.0122 -6.0841 -3.2411
C 4.8496 -0.3776 1.1730
C 4.0889 0.8864 0.7619
O 4.7150 1.6333 -0.2510
O 4.6026 -1.4104 0.2253
H 4.3844 -0.6599 2.1246
H 5.9115 -0.2048 1.3219
H 3.8301 1.4867 1.6394
H 3.0910 0.6136 0.3976
H 4.4583 1.3054 -1.1136
H 3.6836 -1.6874 0.2491

Forces on atoms 1 to 3 (eV/Å):
0.1 0.1 0.2
0.1 0.4 -0.3
0.1 0.0 0.0

Summary:
* DFT total energy: -47043.85244 eV
* total charge: -1
* energy relative to the best compared isomer or geometry (same formula, charge and spin): 24.54 kJ/mol



(6)
ORCA calculation (ωB97M-V/def2-TZVPD) on a 2-piece molecular cluster, C2H4F2S overall in a non-equilibrium geometry.

CARTESIAN COORDINATES (ANGSTROEM)
C -1.0738 0.2588 0.5935
C 1.3885 0.1975 -0.2239
F 2.1790 0.4367 0.7814
F 1.7898 -0.7946 -1.0029
S -1.7183 -1.2650 0.1548
H -0.8576 0.3365 1.7567
H -1.2433 1.1777 -0.0460
H 1.1091 1.0035 -0.8987
H -1.5734 -1.3511 -1.1147

Forces on atoms 1 to 3 (eV/Å):
1.9 1.1 1.0
-2.5 0.6 -1.0
0.8 0.1 0.5

Summary:
* DFT total energy: -18405.03508 eV
* energy relative to the best compared isomer or geometry (same formula, charge and spin): 401.11 kJ/mol



(7)
ORCA calculation (ωB97M-V/def2-TZVPD) on C24H50ClN9ReSSbSi3 as an isolated structure.

CARTESIAN COORDINATES (ANGSTROEM)
Re 0.5483 -0.5412 -0.3987
C -1.7350 3.6289 -0.3769
Si -0.7725 3.5429 1.2249
C -1.8181 3.9381 2.7272
C 0.7356 4.6328 1.1410
Sb 0.0343 1.0854 1.7162
Si -2.1508 -0.1265 2.4045
C -2.0368 -1.8251 1.6042
C -3.5531 0.8113 1.6041
C -2.2519 -0.2168 4.2571
Si 1.8939 1.4256 3.5342
C 0.9741 2.3581 4.8566
C 2.5253 -0.2259 4.1143
C 3.2295 2.4044 2.6580
H -1.7973 4.6782 -0.6769
H -2.7542 3.2562 -0.2664
H -1.2420 3.0848 -1.1818
H -2.8785 3.9612 2.4736
H -1.5550 4.9281 3.1063
H -1.6853 3.2358 3.5515
H 0.3802 5.6460 0.9293
H 1.4515 4.3685 0.3621
H 1.2650 4.6726 2.0937
H -1.9151 -1.7580 0.5119
H -2.9751 -2.3630 1.7659
H -1.2232 -2.4259 2.0135
H -3.3507 1.0130 0.5495
H -3.7568 1.7595 2.1002
H -4.4619 0.2065 1.6662
H -1.3815 -0.7198 4.6819
H -3.1406 -0.7757 4.5605
H -2.3263 0.7767 4.7023
H 0.0874 1.8152 5.1883
H 0.6731 3.3519 4.5201
H 1.6169 2.4941 5.7300
H 1.7420 -0.8320 4.5714
H 3.2960 -0.0520 4.8702
H 2.9915 -0.7911 3.3069
H 3.1237 2.4352 1.5726
H 4.2007 1.9593 2.8833
H 3.2536 3.4376 3.0076
N 0.2964 -2.3763 -5.5081
N 0.7227 -2.3200 -4.2048
N 1.7552 -3.0170 -3.7753
C 1.7497 -2.7350 -2.4884
N 0.7424 -1.9026 -2.1756
N 0.0831 -1.6551 -3.3075
H 0.9973 -2.8791 -6.0450
H 0.1617 -1.4325 -5.8571
H 2.4689 -3.1250 -1.7885
S 1.8211 -2.0079 1.0137
C 1.3969 -3.7078 0.8773
N 2.2688 -4.5409 1.4124
C 2.0752 -6.0007 1.4883
C 0.5896 -6.3039 1.4574
C -0.0511 -5.6023 0.2737
N 0.2853 -4.1660 0.3275
H 3.1080 -4.1423 1.8077
H 2.5356 -6.3414 2.4129
H 2.6003 -6.4675 0.6538
H 0.1208 -5.9684 2.3841
H 0.4331 -7.3779 1.3788
H -1.1357 -5.6845 0.3008
H 0.3001 -6.0151 -0.6740
H -0.3638 -3.4991 -0.0540
C -2.4899 1.2400 -4.4310
N -2.8118 0.7801 -3.0641
C -4.2085 0.4220 -2.7422
C -1.8663 0.5159 -2.2384
N -1.0263 0.3440 -1.4481
H -2.6415 0.4244 -5.1368
H -1.4587 1.5858 -4.4590
H -3.1547 2.0658 -4.6743
H -4.4794 -0.5039 -3.2470
H -4.8482 1.2328 -3.0832
H -4.3144 0.3125 -1.6660
Cl 0.7352 3.2663 -6.0729
C 1.2397 2.4734 -4.6314
C 1.9981 1.3098 -4.7135
C 2.3590 0.6519 -3.5500
C 1.9780 1.1454 -2.3001
C 2.2945 0.3852 -1.0605
C 1.2628 2.3412 -2.2427
C 0.8894 3.0075 -3.3958
H 2.3208 0.9493 -5.6814
H 2.9679 -0.2436 -3.6153
H 2.6652 1.0095 -0.2430
H 3.0299 -0.4017 -1.2434
H 0.9908 2.7573 -1.2792
H 0.3462 3.9421 -3.3511

Forces on atoms 1 to 3 (eV/Å):
-0.4 -0.2 -0.2
0.0 -0.1 0.1
0.0 0.1 0.0

Summary:
* DFT total energy: -94746.02297 eV
* multiplicity: 4
* expectation value of S²: 3.80
* total charge: +3
* energy relative to the best compared isomer or geometry (same formula, charge and spin): 1.93 kJ/mol